Here is C4H11NS as an isolated structure at a distorted geometry from the Open Molecules 2025 dataset. Energies are from ωB97M-V with the def2-TZVPD basis set.

## Properties
Energy above the lowest of the compared OMol25 structures with the same formula, charge and spin: 167.9 kJ/mol
LUMO level: 0.0268 Ha
E_HOMO: -7.58 eV
Gap between HOMO and LUMO: 8.31 eV

Each line ends with the Löwdin charge.
CARTESIAN COORDINATES (ANGSTROEM)
C 2.8645 -0.6657 -1.6985  -0.490
S 1.0106 -0.7197 -2.1805  0.394
H 3.0797 -1.4748 -0.9614  0.016
H 3.3549 -0.8672 -2.6535  -0.009
H 3.1887 0.3329 -1.3729  0.006
C -1.7891 1.9765 1.2298  -0.113
C -1.7687 0.5499 0.7654  -0.152
C -0.6744 -0.1988 0.9166  -0.222
N -0.4337 -1.4321 0.3067  -0.004
H -0.8963 2.2086 1.8425  0.079
H -1.7765 2.6577 0.3635  0.075
H -2.7540 2.2491 1.7364  0.082
H -2.5918 0.1092 0.1988  0.107
H 0.1782 0.1724 1.4826  0.125
H -1.2903 -1.7570 -0.1112  0.118
H 0.3210 -1.0335 -0.7684  -0.124
H -0.0228 -2.1075 0.9039  0.113

=====

Here is an isolated molecule of C3H4N2 at a distorted geometry from the Open Molecules 2025 dataset. Energies are from ωB97M-V with the def2-TZVPD basis set.

## Properties
Energy above the lowest of the compared OMol25 structures with the same formula, charge and spin: 205.8 kJ/mol
LUMO level: 0.0359 Ha
SMILES: c1cn[nH]c1
E_HOMO: -8.75 eV
Gap between HOMO and LUMO: 9.73 eV

Each line ends with the Löwdin charge.
CARTESIAN COORDINATES (ANGSTROEM)
C 0.6530 -0.0461 -0.9904  -0.098
C 0.7690 0.9294 -0.0364  -0.190
N 0.0172 0.5051 0.9735  -0.060
N -0.8759 -0.3465 0.6050  -0.073
C -0.5231 -0.8593 -0.6350  -0.071
H 1.4241 -0.2826 -1.7735  0.099
H 1.4879 1.7318 0.3257  0.125
H -1.4072 -0.9794 1.3650  0.218
H -0.8873 -1.7242 -0.9956  0.049

=====

Here is C26H33Br4N3O8Sr2 as an isolated structure at a distorted geometry from the Open Molecules 2025 dataset. Energies are from ωB97M-V with the def2-TZVPD basis set.

## Properties
Net charge: +1
LUMO level (alpha / beta): -0.1580 / -0.1582 Ha
E_HOMO (alpha / beta): -8.38 / -9.33 eV
Multiplicity: 2
Gap between HOMO and LUMO (alpha / beta): 4.08 / 5.02 eV

Each line ends with the Mulliken spin population.
CARTESIAN COORDINATES (ANGSTROEM)
Sr 0.4956 3.5737 2.8522  0.344
Sr 0.8621 4.3905 -0.9530  0.739
C -3.5753 1.8614 4.6944  0.002
C -2.2305 1.4681 4.0721  -0.005
O -0.9829 2.1121 4.5109  0.004
H -3.5375 2.0873 5.7600  0.000
H -4.2825 1.0656 4.4606  0.000
H -4.0015 2.7319 4.1958  0.000
H -2.2032 1.6220 2.9934  0.006
H -2.0192 0.4004 4.1312  0.000
C -1.6002 0.3053 0.0802  0.002
C -0.2807 1.0708 -0.1503  0.023
O 0.0427 2.2155 0.6939  -0.113
H -2.3345 1.1065 0.1641  -0.005
H -1.6603 -0.0953 1.0921  0.000
H -1.7922 -0.5269 -0.5971  0.002
H -0.1836 1.5111 -1.1426  0.000
H 0.4753 0.2858 -0.1283  0.003
Br -0.0627 -4.6774 0.6580  0.000
C 1.8440 -4.3842 0.1791  0.000
C 1.9597 -3.0729 -0.5396  0.000
Br 2.1177 -3.3492 -2.6223  0.000
H 2.0815 -5.2665 -0.4153  0.000
H 2.3252 -4.3791 1.1571  0.000
H 2.9577 -2.6952 -0.3168  0.000
H 1.3064 -2.2641 -0.2123  0.000
Br -5.4403 -1.8870 -2.7940  0.000
C -3.6215 -2.1035 -2.0594  0.000
C -3.2099 -3.4300 -2.6821  0.000
Br -1.2724 -3.7099 -2.1935  0.000
H -3.4692 -2.1086 -0.9801  0.000
H -2.9900 -1.3487 -2.5278  0.000
H -3.2280 -3.4309 -3.7719  0.000
H -3.7384 -4.3270 -2.3593  0.000
C 1.0137 -2.9790 3.2722  0.000
C 2.2734 -2.9824 3.9442  0.000
C 2.9722 -1.7543 4.2181  0.000
C 2.3421 -0.5982 3.8598  0.000
C 1.0332 -0.6250 3.2517  0.001
C 0.3611 -1.7967 3.0600  0.000
N 3.0176 0.7372 4.0524  0.006
O 4.1921 0.8493 4.3214  0.000
O 2.3095 1.7108 3.9339  -0.002
H 0.5206 -3.8800 2.9384  0.000
H 2.7579 -3.8861 4.2831  0.000
H 3.8460 -1.8154 4.8499  0.000
H 0.5071 0.2323 2.8585  0.004
H -0.5634 -1.7823 2.5019  0.000
C 6.6186 -0.0927 -1.8801  0.001
C 6.3989 1.2200 -1.6132  -0.001
C 5.1103 1.6956 -1.5444  -0.004
C 4.1163 0.9095 -1.9381  0.001
C 4.3256 -0.4516 -2.2248  0.000
C 5.5639 -0.9383 -2.1660  0.000
N 2.7545 1.3822 -2.0661  0.025
O 2.5468 2.4990 -1.4900  -0.019
O 1.8723 0.7934 -2.7791  0.000
H 7.6153 -0.4916 -1.7618  0.000
H 7.2001 1.8752 -1.3048  0.000
H 5.0543 2.7438 -1.2901  0.007
H 3.5894 -1.2050 -2.4630  0.000
H 5.7405 -1.9966 -2.2894  0.000
C -5.3033 1.6368 -2.1335  0.000
C -4.2914 2.0092 -1.2699  0.001
C -3.1879 2.5726 -1.8443  -0.059
C -3.1073 2.8914 -3.2053  -0.005
C -4.1536 2.5520 -4.0317  0.000
C -5.2890 1.8294 -3.5355  0.000
N -2.0315 3.7623 -3.6739  0.018
O -1.1479 3.9400 -2.9184  -0.026
O -2.0556 4.3439 -4.7751  -0.002
H -6.2162 1.2288 -1.7253  0.000
H -4.3995 1.9122 -0.1997  -0.001
H -2.4441 3.0285 -1.2078  0.054
H -4.1016 2.6564 -5.1053  0.000
H -6.1123 1.5121 -4.1583  0.000

=====

Here is an isolated molecule of C3H8BrClSi at a distorted geometry from the Open Molecules 2025 dataset. Energies are from ωB97M-V with the def2-TZVPD basis set.

## Properties
Energy above the lowest of the compared OMol25 structures with the same formula, charge and spin: 69.4 kJ/mol
LUMO level: 0.0268 Ha
SMILES: C[Si](C)(Cl)CBr
E_HOMO: -9.91 eV
Gap between HOMO and LUMO: 10.64 eV

Each line ends with the Löwdin charge.
CARTESIAN COORDINATES (ANGSTROEM)
C -0.6792 -0.4273 1.6581  -0.225
Si 0.1930 -0.4026 0.0233  0.174
C -0.8451 -0.5141 -1.6120  -0.210
Cl 1.6812 -1.9471 -0.0981  0.254
C 1.2262 1.1447 -0.0672  -0.804
Br 0.6989 2.6988 0.8549  0.653
H -0.1540 0.1830 2.3611  0.002
H -1.6832 0.0640 1.5950  0.054
H -0.7787 -1.4841 2.0078  0.045
H -1.1916 0.5051 -2.0255  0.058
H -1.7728 -1.0215 -1.4074  0.002
H -0.2512 -0.9467 -2.4485  0.030
H 2.1295 0.7080 0.1985  -0.027
H 1.4272 1.4397 -1.0400  -0.007

=====

In the order shown, the computed M values come out to 105.21, 68.08, 1010.42, 187.54 g mol⁻¹.